95
Properties=species:S:1:pos:R:3 method="wB97M-V/def2-TZVPD" lumo_energy_ev=-0.375 gap_ev=8.68 total_charge=0 largest_force_ha_per_bohr=0.096 total_energy_ev=-98476.3411
C 8.088 3.405 1.986
C 7.725 3.930 0.791
C 6.217 3.916 0.328
C 5.699 5.361 0.598
C 4.405 5.399 1.424
C 3.328 4.479 0.846
C 1.885 4.888 1.130
C 1.005 3.672 0.856
O 0.929 2.759 1.931
C 1.830 1.670 1.824
O 5.654 2.852 1.092
S 5.717 1.533 0.200
O 6.502 0.546 0.838
O 4.410 1.118 -0.177
O 6.571 2.081 -1.049
C 6.366 3.536 -1.139
S 4.963 3.824 -2.266
H 8.798 2.591 2.071
H 7.654 3.831 2.888
H 8.449 4.373 0.113
H 6.471 5.898 1.142
H 5.561 5.899 -0.339
H 4.018 6.422 1.381
H 4.572 5.208 2.482
H 3.441 3.517 1.339
H 3.484 4.306 -0.214
H 1.612 5.707 0.463
H 1.763 5.180 2.173
H -0.015 3.993 0.638
H 1.375 3.201 -0.057
H 1.362 0.759 2.198
H 2.164 1.455 0.812
H 2.701 1.859 2.459
H 7.302 3.898 -1.542
H 4.507 2.568 -2.297
C -3.340 1.813 -0.734
C -3.304 0.925 0.483
O -1.992 0.364 0.416
C -1.215 1.201 -0.306
O -0.037 1.078 -0.411
O -1.955 2.167 -0.900
H -3.954 2.698 -0.594
H -3.677 1.287 -1.627
H -3.403 1.481 1.417
H -4.059 0.145 0.450
C 1.314 0.549 5.405
C -0.088 0.993 5.066
O -0.828 0.546 6.208
C 0.031 0.437 7.253
O -0.296 0.251 8.377
O 1.316 0.569 6.834
H 2.075 1.217 5.010
H 1.524 -0.468 5.069
H -0.173 2.078 4.986
H -0.463 0.537 4.154
C -7.941 -1.759 -1.067
C -7.568 -0.865 0.095
O -6.544 -0.046 -0.490
C -6.731 -0.028 -1.836
O -6.146 0.679 -2.592
O -7.653 -0.936 -2.204
H -8.986 -2.055 -1.061
H -7.319 -2.654 -1.115
H -8.391 -0.233 0.430
H -7.178 -1.417 0.946
C -6.195 -6.964 -2.417
C -5.486 -6.010 -1.481
O -6.586 -5.330 -0.850
C -7.677 -6.127 -0.924
O -8.700 -5.915 -0.355
O -7.445 -7.183 -1.733
H -5.667 -7.895 -2.564
H -6.405 -6.516 -3.390
H -4.909 -6.516 -0.711
H -4.850 -5.292 -1.986
C 2.250 -0.995 -1.551
C 1.821 -0.327 -2.838
O 1.046 -1.353 -3.472
C 0.593 -2.191 -2.510
O -0.216 -3.047 -2.687
O 1.181 -1.925 -1.325
H 2.343 -0.302 -0.722
H 3.184 -1.550 -1.656
H 1.182 0.541 -2.665
H 2.658 -0.032 -3.466
C -1.074 -5.438 -4.034
C -0.215 -6.239 -3.080
O -1.190 -6.768 -2.167
C -2.380 -6.799 -2.796
O -3.359 -7.331 -2.366
O -2.328 -6.140 -3.972
H -0.690 -5.425 -5.050
H -1.227 -4.412 -3.699
H 0.293 -7.071 -3.570
H 0.518 -5.634 -2.555

24
Properties=species:S:1:pos:R:3 method="wB97M-V/def2-TZVPD" lumo_energy_ev=0.879 gap_ev=9.31 smiles=Cc1ccc(O)cc1.CC total_charge=0 largest_force_ha_per_bohr=0.091 total_energy_ev=-11606.0861 relative_energy_kcal_mol=35.76
C -2.441 -0.243 -0.169
C -1.349 0.540 0.551
C -0.869 -0.177 1.671
C 0.405 0.156 2.228
C 1.040 1.207 1.655
O 2.211 1.655 2.235
C 0.513 2.008 0.663
C -0.742 1.674 0.117
H -2.759 -1.109 0.372
H -3.305 0.325 -0.525
H -1.895 -0.666 -1.143
H -1.546 -0.889 2.127
H 0.729 -0.440 3.008
H 2.564 1.031 2.871
H 1.135 2.932 0.581
H -1.062 2.291 -0.790
C 1.167 -0.566 -1.819
C 0.676 -1.951 -2.143
H 0.621 -0.249 -0.981
H 2.142 -0.636 -1.464
H 1.124 0.212 -2.472
H 0.945 -2.250 -3.163
H -0.466 -2.205 -1.975
H 1.163 -2.651 -1.437

14
Properties=species:S:1:pos:R:3 method="wB97M-V/def2-TZVPD" lumo_energy_ev="-5.154 / -6.361" gap_ev="8.44 / 6.91" total_charge=+1 largest_force_ha_per_bohr=0.100 total_energy_ev=-7699.9567 relative_energy_kcal_mol=122.72
C 1.507 0.938 0.256
C 0.510 -1.085 -0.105
C -2.065 0.521 -0.379
N 0.531 0.967 1.041
N 1.601 -0.244 -0.480
N -0.173 -0.165 0.879
H 2.301 1.801 0.076
H -0.155 -1.371 -0.884
H 0.852 -1.975 0.401
H -2.906 0.082 0.238
H -2.159 1.518 -0.561
H -1.662 0.009 -1.186
H 2.419 -0.596 -1.028
H -0.603 -0.400 1.731

150
Properties=species:S:1:pos:R:3 method="wB97M-V/def2-TZVPD" lumo_energy_ev="-4.245 / -5.109" gap_ev="6.39 / 5.52" multiplicity=2 s_squared=0.774 total_charge=+1 largest_force_ha_per_bohr=0.044 total_energy_ev=-120373.2867
Au -0.967 0.168 1.554
C -4.708 4.706 -3.968
C -4.427 3.610 -2.977
C -3.984 3.905 -1.695
C -3.746 2.908 -0.750
C -3.446 3.322 0.673
C -3.906 1.594 -1.182
Te -3.247 -0.036 0.281
N -2.466 -1.083 1.880
C -2.747 -2.152 2.719
O -1.917 -2.615 3.462
C -4.101 -2.770 2.547
C -4.149 -4.159 2.534
C -5.353 -4.806 2.294
C -6.510 -4.069 2.080
C -6.469 -2.680 2.134
C -5.266 -2.033 2.366
C -2.712 -1.627 -0.995
C -3.495 -2.770 -0.836
C -3.141 -3.936 -1.489
C -2.004 -3.952 -2.289
C -1.242 -2.805 -2.441
C -1.579 -1.610 -1.807
C -0.739 -0.388 -2.036
C -4.442 1.236 -2.420
C -4.797 -0.173 -2.825
C -4.677 2.280 -3.307
H -4.198 5.629 -3.697
H -5.779 4.912 -4.008
H -4.394 4.416 -4.970
H -3.843 4.942 -1.404
H -4.382 3.537 1.193
H -2.845 4.231 0.702
H -2.930 2.557 1.254
H -3.239 -4.716 2.712
H -5.389 -5.888 2.282
H -7.448 -4.575 1.892
H -7.377 -2.105 2.005
H -5.249 -0.952 2.453
H -4.372 -2.762 -0.197
H -3.747 -4.824 -1.370
H -1.718 -4.860 -2.804
H -0.363 -2.823 -3.075
H -0.212 -0.460 -2.986
H 0.009 -0.281 -1.243
H -1.356 0.513 -2.064
H -5.152 -0.760 -1.979
H -3.943 -0.695 -3.259
H -5.592 -0.151 -3.568
H -5.086 2.043 -4.283
C 2.135 3.304 -4.932
C 1.436 3.149 -3.573
C -0.052 2.864 -3.850
C 2.049 1.917 -2.898
C 1.558 4.483 -2.760
O 0.807 5.495 -3.462
C 2.985 5.071 -2.616
C 3.932 4.694 -1.464
C 4.842 3.504 -1.687
C 5.574 3.361 -2.863
C 6.432 2.288 -3.054
C 6.574 1.348 -2.046
Cl 7.679 0.024 -2.260
C 5.869 1.469 -0.862
C 5.012 2.547 -0.691
C 0.767 4.524 -1.430
N 0.757 3.372 -0.534
C -0.290 2.634 -0.206
N 0.062 1.791 0.755
C 1.384 2.056 0.971
N 1.832 3.018 0.216
H 1.869 2.454 -5.563
H 3.221 3.303 -4.834
H 1.830 4.203 -5.474
H -0.143 1.955 -4.449
H -0.520 3.683 -4.394
H -0.618 2.706 -2.930
H 2.095 1.110 -3.634
H 1.462 1.548 -2.058
H 3.065 2.097 -2.547
H 1.278 5.720 -4.272
H 2.807 6.144 -2.536
H 3.505 4.918 -3.563
H 3.380 4.540 -0.540
H 4.574 5.564 -1.301
H 5.497 4.107 -3.646
H 6.995 2.186 -3.972
H 5.996 0.732 -0.079
H 4.461 2.645 0.236
H -0.270 4.711 -1.705
H 1.107 5.381 -0.848
H -1.270 2.747 -0.640
H 1.975 1.520 1.695
O 0.589 -1.383 4.773
C -0.173 -0.560 4.335
O 0.094 0.122 3.222
C -1.414 -0.150 5.091
C -1.853 -0.943 6.145
C -2.982 -0.590 6.862
C -3.653 0.565 6.508
C -3.238 1.380 5.476
C -2.104 1.012 4.767
N -4.862 0.952 7.272
O -5.120 0.321 8.272
O -5.522 1.878 6.844
H -1.302 -1.844 6.380
H -3.349 -1.193 7.680
H -3.790 2.281 5.252
H -1.740 1.637 3.963
O 1.231 -0.768 0.638
P 2.195 -1.912 0.775
N 1.353 -3.311 0.650
C 0.043 -3.414 1.335
C -0.133 -4.915 1.536
C 0.592 -5.506 0.325
C 1.838 -4.630 0.223
N 3.335 -1.838 -0.408
C 3.002 -1.435 -1.779
C 3.565 -2.560 -2.640
C 4.843 -2.955 -1.894
C 4.543 -2.687 -0.407
N 3.059 -1.929 2.149
C 3.085 -3.012 3.154
C 4.328 -2.650 3.952
C 4.214 -1.125 4.085
C 3.450 -0.668 2.826
H -0.747 -3.010 0.689
H 0.031 -2.863 2.275
H -1.184 -5.198 1.587
H 0.355 -5.231 2.460
H -0.024 -5.381 -0.570
H 0.840 -6.560 0.435
H 2.244 -4.592 -0.789
H 2.622 -5.015 0.884
H 3.487 -0.483 -2.014
H 1.926 -1.308 -1.883
H 3.771 -2.238 -3.662
H 2.858 -3.393 -2.676
H 5.665 -2.319 -2.222
H 5.130 -3.991 -2.068
H 5.374 -2.170 0.075
H 4.367 -3.610 0.147
H 3.123 -3.997 2.697
H 2.204 -2.950 3.800
H 5.221 -2.906 3.378
H 4.366 -3.162 4.912
H 5.193 -0.653 4.158
H 3.643 -0.869 4.977
H 4.053 -0.050 2.154
H 2.555 -0.105 3.099